# 1
Below is a 2-piece molecular cluster, C5H13N overall, with properties calculated with the ωB97M-V functional and the def2-TZVPD basis.

The geometry in XYZ format:
```
19
C5H13N the ωB97M-V functional and the def2-TZVPD basis
H 1.65 -3.89 0.46
H 1.19 -0.84 -0.75
H -1.49 1.29 -1.39
H 2.04 -2.87 1.96
C -1.55 2.33 -1.03
N 2.55 -2.02 0.21
H -1.22 1.99 1.14
H -3.98 2.23 -0.09
H 2.81 -0.51 -1.02
C -3.28 2.26 0.74
C 1.66 -2.88 0.94
H 3.50 -2.39 0.19
C -2.01 2.20 0.40
H 0.61 -2.61 0.83
H 2.21 -1.91 -1.96
H -0.65 2.93 -1.10
C 2.10 -1.36 -1.04
H -2.32 2.86 -1.60
H -3.63 2.38 1.75
```

- Energy relative to the best compared isomer or geometry (same formula, charge and spin): 2.227 eV
- <S²>: 0.754
- Total charge: +1
- Electronic energy: -6875.53399 eV
- E_HOMO (alpha / beta): -11.707 / -11.707 eV
- 2S+1: 2
- Maximum force: 3.933 eV/Å
- Molar mass: 87.166 g/mol

Population analysis type Löwdin, resulting atomic charges in e: 0.1506, 0.1034, 0.0677, 0.1197, -0.1254, 0.0780, 0.0877, 0.0618, 0.1210, -0.0176, -0.0075, 0.1720, -0.2669, 0.1115, 0.1264, 0.0663, 0.0240, 0.0724, 0.0550


# 2
Below is a 2-piece molecular cluster, C5H13N overall, with properties calculated with the ωB97M-V functional and the def2-TZVPD basis.

The geometry in XYZ format:
```
19
C5H13N the ωB97M-V functional and the def2-TZVPD basis
H -1.37 1.00 -1.89
H 1.46 -1.55 3.77
H 3.54 -0.57 3.24
H 1.44 -0.65 5.30
H -3.93 -0.81 -4.52
H -0.66 -0.48 -2.94
H 0.66 0.70 2.70
H 1.99 0.24 1.55
H 2.93 0.89 4.51
N 1.86 -0.99 4.50
C 2.67 -0.01 3.72
C -2.81 -0.69 -4.72
H -2.72 1.36 -3.80
H 2.03 1.83 2.60
C -2.42 0.38 -3.60
H -2.26 -1.60 -4.81
C 1.87 0.76 2.58
H -2.78 -0.03 -5.53
C -1.49 0.23 -2.65
```

- Energy relative to the best compared isomer or geometry (same formula, charge and spin): 4.334 eV
- <S²>: 0.754
- Total charge: +1
- Electronic energy: -6873.42705 eV
- E_HOMO (alpha / beta): -10.598 / -10.598 eV
- 2S+1: 2
- Maximum force: 5.119 eV/Å
- Molar mass: 87.166 g/mol

Population analysis type Löwdin, resulting atomic charges in e: 0.1259, 0.0485, 0.1062, 0.0346, 0.1433, 0.1566, 0.0927, 0.0619, 0.1436, -0.0332, -0.3253, 0.0316, 0.1234, 0.0259, 0.0276, 0.0873, -0.1549, 0.0747, 0.2295


# 3
Below is C5H13N2 as an isolated structure, with properties calculated with the ωB97M-V functional and the def2-TZVPD basis.

The geometry in XYZ format:
```
20
C5H13N2 the ωB97M-V functional and the def2-TZVPD basis
H 2.98 1.06 0.82
C -0.66 -1.75 0.67
H 3.00 -0.28 -0.36
C -0.52 -1.04 -0.77
H -2.52 1.37 -1.20
H -0.09 -2.64 0.50
H 2.57 1.36 -0.80
N -1.27 1.38 0.50
H 0.23 -1.47 -1.47
H -1.70 -2.10 0.64
C 2.50 0.67 -0.08
H 1.13 -0.40 1.02
H -0.25 -1.19 1.57
C -2.33 1.67 -0.17
N 1.11 0.43 0.45
H 0.68 1.08 1.02
H -3.10 2.17 0.20
C -0.06 0.33 -0.48
H -1.54 -0.88 -1.14
H 0.31 0.91 -1.31
```

- Energy relative to the best compared isomer or geometry (same formula, charge and spin): 4.731 eV
- Total charge: +1
- Electronic energy: -8366.07922 eV
- E_HOMO: -14.080 eV
- 2S+1: 1
- Maximum force: 5.513 eV/Å
- Molar mass: 101.173 g/mol

Population analysis type Löwdin, resulting atomic charges in e: 0.1193, -0.0481, 0.1261, -0.1720, 0.0917, 0.0628, 0.0563, 0.0931, 0.1388, 0.0936, 0.0575, 0.1273, 0.0932, -0.0275, 0.0116, 0.1041, 0.0327, -0.2057, 0.1097, 0.1356